No. 1
This record from the OMol25 dataset describes a cluster of 12 separate species, C42H63Br23Cl2F2NO3PS in total. The level of theory is wB97M-V/def2-TZVPD.

Summary:
SMILES: CCc1c(F)c(O)c(C)c2c1Sc1c([C@H](F)CC)c(CC(=O)Br)c([PH2]=O)c(Cl)c1N2Cl.BrCCBr.BrCCBr.BrCCBr.BrCCBr.BrCCBr.BrCCBr.BrCCBr.BrCCBr.BrCCBr.BrCCBr.BrCCBr
Frontier orbital gap: 8.20 eV
HOMO energy: -0.3086 hartree

ORCA input file:
```
! RIJCOSX wB97M-V def2-TZVPD def2/J DEFGRID3
* xyz 0 1
C 7.36 -0.61 1.08
C 7.16 0.78 0.40
C 7.53 0.75 -1.07
C 8.81 0.92 -1.52
F 9.79 1.14 -0.63
C 9.10 0.88 -2.87
O 10.42 1.07 -3.20
C 8.13 0.69 -3.84
C 8.39 0.69 -5.33
C 6.83 0.49 -3.38
C 6.55 0.54 -2.03
S 4.83 0.30 -1.58
C 4.37 -0.95 -2.77
C 3.49 -1.97 -2.44
C 2.96 -1.96 -1.02
F 2.54 -3.20 -0.56
C 1.88 -0.86 -0.76
C 1.02 -0.48 -1.97
C 3.14 -2.88 -3.45
C 2.19 -4.04 -3.19
C 0.69 -3.63 -3.16
O 0.19 -3.17 -4.14
Br -0.38 -3.92 -1.52
C 3.71 -2.76 -4.72
P 3.32 -3.95 -6.08
O 1.88 -4.25 -6.20
C 4.60 -1.73 -5.02
Cl 5.35 -1.53 -6.57
C 4.93 -0.81 -4.03
N 5.81 0.28 -4.36
Cl 4.88 1.76 -4.54
H 6.59 -0.77 1.84
H 8.36 -0.68 1.53
H 7.24 -1.39 0.32
H 6.12 1.06 0.55
H 7.77 1.55 0.89
H 10.52 0.89 -4.14
H 9.45 0.59 -5.60
H 7.76 -0.06 -5.82
H 8.07 1.67 -5.71
H 3.81 -1.67 -0.38
H 2.46 0.04 -0.50
H 1.30 -1.16 0.12
H 1.59 -0.13 -2.84
H 0.32 -1.28 -2.22
H 0.40 0.38 -1.66
H 2.25 -4.78 -4.00
H 2.45 -4.60 -2.28
H 4.08 -5.12 -5.80
H 3.82 -3.43 -7.29
Br -1.32 1.71 1.15
C -2.07 3.29 0.29
C -2.07 3.16 -1.21
Br -0.29 3.43 -1.95
H -1.50 4.14 0.64
H -3.09 3.37 0.66
H -2.69 3.93 -1.66
H -2.41 2.18 -1.55
Br -5.25 5.06 0.46
C -6.83 3.96 0.15
C -6.67 2.59 0.75
Br -5.50 1.47 -0.33
H -6.99 3.94 -0.93
H -7.64 4.50 0.63
H -7.62 2.07 0.77
H -6.25 2.61 1.75
Br 10.39 -2.28 -7.00
C 10.09 -3.71 -5.71
C 8.63 -4.00 -5.54
Br 7.75 -2.65 -4.44
H 10.58 -3.41 -4.79
H 10.61 -4.57 -6.12
H 8.49 -4.94 -5.00
H 8.09 -4.04 -6.48
Br -8.25 6.55 3.09
C -9.01 8.13 2.25
C -9.00 8.01 0.75
Br -7.21 8.32 0.03
H -8.45 8.99 2.61
H -10.03 8.18 2.61
H -9.62 8.78 0.30
H -9.32 7.04 0.39
Br -8.11 -1.58 2.03
C -6.73 -2.28 0.84
C -5.48 -2.63 1.59
Br -4.46 -1.04 2.07
H -6.57 -1.52 0.07
H -7.17 -3.16 0.38
H -4.81 -3.22 0.96
H -5.67 -3.17 2.51
Br -7.72 -5.97 3.57
C -9.39 -5.10 3.09
C -10.05 -5.79 1.93
Br -9.18 -5.34 0.25
H -9.16 -4.06 2.90
H -10.01 -5.17 3.99
H -11.08 -5.45 1.82
H -10.04 -6.88 2.01
Br -5.49 -3.04 5.64
C -3.87 -3.95 6.20
C -3.10 -4.48 5.03
Br -3.92 -6.08 4.28
H -4.18 -4.73 6.90
H -3.28 -3.21 6.73
H -2.10 -4.79 5.34
H -3.01 -3.77 4.21
Br 5.34 3.99 1.73
C 6.82 5.17 2.18
C 7.42 5.78 0.94
Br 8.54 4.51 -0.02
H 7.53 4.58 2.75
H 6.39 5.93 2.82
H 8.09 6.60 1.21
H 6.68 6.14 0.24
Br -12.61 -9.40 3.25
C -11.52 -8.74 4.72
C -12.36 -8.06 5.77
Br -12.91 -6.28 5.20
H -10.77 -8.08 4.29
H -11.03 -9.62 5.14
H -11.78 -7.90 6.68
H -13.27 -8.61 6.02
Br -9.44 11.08 5.24
C -11.17 11.85 4.80
C -11.83 11.11 3.67
Br -11.03 11.58 1.96
H -11.01 12.90 4.58
H -11.77 11.76 5.71
H -12.88 11.40 3.58
H -11.76 10.03 3.77
Br 14.58 -2.24 0.89
C 13.12 -1.16 0.18
C 12.71 -0.09 1.15
Br 11.65 -0.81 2.61
H 12.32 -1.85 -0.06
H 13.51 -0.73 -0.73
H 12.06 0.64 0.66
H 13.55 0.43 1.60
*
```

Mulliken atomic charge list, values in e, 99 entries: -1.150, -0.831, 0.149, 0.675, -0.345, 0.645, -0.631, 1.298, -1.678, -1.298, 0.494, -0.346, 0.967, -0.245, -0.016, -0.374, -0.319, -0.368, 0.075, -1.413, 0.267, -0.440, -0.207, 1.078, 0.526, -0.633, 1.248, -0.245, -2.302, 0.350, -0.094, 0.357, 0.247, 0.282, 0.155, 0.365, 0.303, 0.431, 0.078, 0.304, 0.256, 0.210, 0.468, 0.185, 0.156, -0.077, 0.668, 0.567, 0.108, 0.043, -0.169, -0.225, -0.523, -0.183, 0.442, -0.127, 0.330, 0.377, -0.092, -0.479, -0.605, -0.157, 0.385, 0.231, 0.403, 0.368, -0.156, -0.585, -0.683, 0.007, 0.365, 0.374, 0.368, 0.369, -0.150, -0.485, -0.487, -0.150, 0.383, 0.188, 0.308, 0.377, -0.165, -0.199, -0.446, -0.092, 0.340, 0.068, 0.367, 0.129, -0.099, -0.128, -0.503, -0.168, 0.010, 0.236, 0.380, 0.299, -0.118

No. 2
This record from the OMol25 dataset describes a cluster of 9 separate species, C42H63N3O18S6 in total. The level of theory is wB97M-V/def2-TZVPD.

Summary:
SMILES: O=[N+]([O-])c1ccccc1.O=[N+]([O-])c1ccccc1.O=[N+]([O-])c1ccccc1.O=S1(=O)CCCC1.O=S1(=O)CCCC1.O=S1(=O)CCCC1.O=S1(=O)CCCC1.O=S1(=O)CCCC1.O=S1(=O)CCCC1
Frontier orbital gap: 8.44 eV
HOMO energy: -0.3629 hartree

ORCA input file:
```
! RIJCOSX wB97M-V def2-TZVPD def2/J DEFGRID3
* xyz 0 1
C 4.49 -9.51 0.77
C 3.12 -9.36 0.92
C 2.52 -8.14 0.62
C 3.33 -7.09 0.24
C 4.70 -7.20 0.14
C 5.28 -8.42 0.41
N 2.73 -5.78 0.03
O 3.27 -5.01 -0.75
O 1.67 -5.54 0.58
H 4.95 -10.47 0.97
H 2.47 -10.19 1.18
H 1.45 -8.02 0.74
H 5.30 -6.33 -0.10
H 6.36 -8.52 0.43
C -4.86 -2.06 -2.39
C -5.32 -0.99 -1.63
C -4.81 0.28 -1.82
C -3.79 0.47 -2.73
C -3.30 -0.58 -3.48
C -3.85 -1.84 -3.32
N -3.30 1.82 -3.00
O -3.78 2.74 -2.37
O -2.45 1.94 -3.86
H -5.34 -3.03 -2.31
H -6.16 -1.17 -0.97
H -5.25 1.11 -1.30
H -2.53 -0.44 -4.23
H -3.40 -2.62 -3.92
C 1.05 -2.41 -0.89
C -0.24 -1.94 -1.08
C -0.49 -0.58 -1.03
C 0.54 0.29 -0.77
C 1.83 -0.14 -0.58
C 2.07 -1.50 -0.63
N 0.26 1.73 -0.66
O -0.78 2.15 -1.14
O 1.06 2.41 -0.03
H 1.31 -3.46 -0.96
H -1.09 -2.59 -1.19
H -1.48 -0.16 -1.18
H 2.62 0.59 -0.42
H 3.08 -1.84 -0.46
C -0.22 7.47 1.46
C 0.36 7.04 0.10
C -0.11 5.61 -0.09
S -1.86 5.77 0.27
O -2.35 4.56 0.87
O -2.46 6.30 -0.93
C -1.69 7.07 1.50
H -0.09 8.55 1.59
H 0.36 7.06 2.29
H 1.44 7.10 0.13
H -0.03 7.71 -0.67
H 0.33 4.94 0.65
H -0.09 5.21 -1.09
H -2.03 6.68 2.46
H -2.37 7.88 1.25
C 1.92 -6.19 -4.02
C 0.93 -7.04 -3.23
C -0.40 -6.96 -3.95
S -0.49 -5.26 -4.54
O -1.36 -4.50 -3.69
O -0.63 -5.28 -5.98
C 1.24 -4.83 -4.19
H 2.15 -6.66 -4.97
H 2.84 -6.11 -3.43
H 0.83 -6.59 -2.23
H 1.30 -8.05 -3.08
H -1.27 -7.20 -3.34
H -0.43 -7.57 -4.85
H 1.27 -4.27 -3.26
H 1.65 -4.27 -5.02
C -2.68 -0.18 1.84
C -2.37 1.33 1.85
C -3.66 2.09 1.72
S -4.94 1.04 2.45
O -5.93 0.70 1.45
O -5.37 1.61 3.70
C -3.87 -0.37 2.76
H -1.84 -0.76 2.23
H -2.89 -0.50 0.81
H -1.64 1.60 1.09
H -1.88 1.51 2.82
H -3.94 2.26 0.68
H -3.72 3.01 2.29
H -4.44 -1.29 2.62
H -3.56 -0.27 3.80
C 0.40 3.41 5.07
C 0.30 3.78 3.58
C 1.66 3.50 2.94
S 2.85 3.26 4.27
O 3.98 4.12 4.06
O 3.05 1.85 4.52
C 1.75 3.86 5.56
H 0.35 2.32 5.18
H -0.46 3.82 5.61
H 0.09 4.84 3.46
H -0.50 3.23 3.08
H 2.06 4.30 2.32
H 1.71 2.60 2.31
H 1.85 4.95 5.61
H 2.05 3.47 6.53
C 0.07 4.17 -3.82
C -0.07 5.48 -4.59
C 0.66 6.51 -3.75
S 2.16 5.69 -3.22
O 2.34 5.84 -1.80
O 3.25 6.01 -4.10
C 1.56 4.01 -3.57
H -0.30 3.31 -4.38
H -0.49 4.16 -2.88
H -1.12 5.74 -4.77
H 0.43 5.33 -5.55
H 0.08 6.73 -2.85
H 0.90 7.48 -4.20
H 1.88 3.38 -2.75
H 2.13 3.76 -4.47
C 2.03 -2.47 2.77
C 0.60 -3.03 2.87
C -0.01 -2.47 4.15
S 0.78 -0.86 4.45
O 1.36 -0.95 5.77
O -0.20 0.16 4.15
C 2.03 -0.99 3.16
H 2.51 -2.62 1.81
H 2.63 -3.00 3.51
H 0.67 -4.12 2.93
H -0.01 -2.81 2.00
H 0.20 -3.06 5.04
H -1.07 -2.26 4.06
H 2.97 -0.66 3.60
H 1.67 -0.32 2.38
*
```

Mulliken atomic charge list, values in e, 99 entries: -0.414, -0.657, -0.239, 0.094, -0.401, -0.496, 1.067, -0.525, -0.506, 0.394, 0.379, 0.462, 0.443, 0.385, -0.615, -0.548, -0.409, 0.157, -0.245, -0.489, 1.149, -0.658, -0.620, 0.453, 0.497, 0.456, 0.469, 0.386, -0.322, -0.763, 0.447, -0.509, -1.145, -0.850, 1.078, -0.086, -0.620, 0.554, 0.617, 0.537, 0.537, 0.434, -0.659, -0.843, 2.642, 1.083, -0.445, -0.709, -0.851, 0.466, 0.214, 0.484, 0.397, -0.983, -1.556, 0.346, 0.444, -0.810, -0.122, -0.866, 1.075, -0.529, -0.699, -0.057, 0.366, 0.343, -0.064, 0.410, 0.414, 0.393, -0.259, 0.489, 0.854, 0.894, -0.713, 1.216, -0.651, -0.751, -1.020, -0.820, 0.114, -0.470, -0.269, 0.210, 0.556, 0.541, 0.395, -0.369, 0.728, -0.064, 1.025, -0.722, -0.535, -0.880, -0.053, 0.510, -0.012, -0.639, 0.393

No. 3
This record from the OMol25 dataset describes a structure of composition C42H64BIrN9O2. The level of theory is wB97M-V/def2-TZVPD.

Summary:
Frontier orbital gap (alpha / beta): 8.29 / 5.60 eV
⟨S²⟩: 8.762
HOMO energy (alpha / beta): -0.5107 / -0.5094 hartree

ORCA input file:
```
! RIJCOSX wB97M-V def2-TZVPD def2/J DEFGRID3
* xyz 2 6
Ir -0.21 -0.30 -0.18
C 1.58 1.18 4.87
C 0.52 1.01 3.83
C -0.84 1.16 3.99
C -1.42 0.86 2.75
N -0.44 0.57 1.89
N 0.75 0.66 2.55
B 2.12 0.37 1.92
N 2.24 -1.10 1.49
N 1.49 -1.62 0.49
C 1.98 -2.85 0.19
C 3.00 -3.13 1.09
C 3.15 -2.00 1.89
C 4.14 -1.79 2.98
C 1.49 -3.76 -0.91
C 0.32 -4.60 -0.38
C 2.62 -4.72 -1.30
C 1.10 -2.95 -2.15
N 2.33 1.23 0.65
N 1.64 1.04 -0.51
C 2.20 1.84 -1.44
C 3.21 2.58 -0.83
C 3.28 2.16 0.48
C 4.25 2.59 1.52
C 1.94 1.88 -2.94
C 3.29 1.62 -3.63
C 1.47 3.30 -3.32
C 0.93 0.83 -3.43
C -2.92 0.88 2.52
C -3.57 -0.10 3.51
C -3.34 0.49 1.11
C -3.42 2.31 2.81
H 1.11 1.50 5.80
H 2.10 0.24 5.05
H 2.32 1.93 4.58
H -1.34 1.44 4.90
H 2.96 0.62 2.71
H 3.60 -4.02 1.16
H 4.71 -2.70 3.14
H 4.84 -0.99 2.72
H 3.65 -1.51 3.91
H 0.65 -5.19 0.48
H -0.50 -3.97 -0.06
H -0.03 -5.30 -1.15
H 2.86 -5.39 -0.48
H 2.31 -5.33 -2.15
H 3.53 -4.18 -1.59
H 0.44 -2.12 -1.89
H 1.99 -2.52 -2.62
H 0.59 -3.58 -2.89
H 3.84 3.32 -1.30
H 4.89 3.37 1.12
H 3.75 2.97 2.41
H 4.88 1.75 1.83
H 4.03 2.38 -3.38
H 3.68 0.65 -3.35
H 3.15 1.64 -4.72
H 2.19 4.05 -3.00
H 1.35 3.37 -4.40
H 0.51 3.53 -2.85
H 0.74 0.06 -2.67
H -0.02 1.29 -3.70
H 1.32 0.32 -4.31
H -3.27 -1.13 3.31
H -3.31 0.13 4.54
H -4.66 -0.05 3.42
H -2.82 -0.41 0.77
H -4.41 0.28 1.09
H -3.14 1.30 0.41
H -3.26 2.58 3.86
H -2.89 3.03 2.19
H -4.49 2.38 2.60
C -4.21 4.24 -4.30
C -3.34 4.72 -3.14
C -4.21 5.53 -2.17
C -2.21 5.61 -3.70
C -2.69 3.57 -2.39
C -1.86 3.80 -1.29
C -1.21 2.75 -0.69
N -1.37 1.49 -1.08
C -2.19 1.22 -2.10
C -2.85 2.24 -2.77
C -2.39 -0.21 -2.40
C -3.06 -0.66 -3.52
C -3.36 -2.02 -3.68
C -3.00 -2.86 -2.63
C -2.28 -2.35 -1.57
N -1.94 -1.07 -1.47
C -4.08 -2.50 -4.92
C -3.47 -1.86 -6.18
C -5.56 -2.08 -4.80
C -4.01 -4.03 -5.06
H -4.65 5.10 -4.80
H -5.03 3.61 -3.96
H -3.62 3.70 -5.05
H -4.64 6.38 -2.70
H -3.64 5.91 -1.33
H -5.03 4.92 -1.78
H -2.64 6.43 -4.27
H -1.56 5.03 -4.36
H -1.60 6.03 -2.90
H -1.69 4.81 -0.92
H -0.53 2.91 0.14
H -3.51 1.99 -3.59
H -3.37 0.04 -4.28
H -3.25 -3.91 -2.63
H -1.97 -3.01 -0.77
H -3.66 -0.79 -6.23
H -3.93 -2.31 -7.06
H -2.40 -2.04 -6.23
H -5.66 -1.00 -4.72
H -6.02 -2.54 -3.92
H -6.11 -2.41 -5.68
H -2.97 -4.37 -5.07
H -4.47 -4.33 -6.00
H -4.55 -4.54 -4.26
O 0.00 -2.31 3.33
N -0.99 -2.40 2.70
O -1.25 -2.23 1.54
*
```

Mulliken atomic charge list, values in e, 99 entries: 3.915, -1.385, 0.159, -0.788, -0.655, 0.330, 0.611, -1.748, 0.612, 0.488, -1.307, -0.649, 0.421, -1.352, 2.585, -1.339, -2.194, -1.678, 0.041, -0.095, -0.747, -1.114, 0.362, -1.458, 2.678, -1.846, -1.895, -1.219, 2.345, -1.725, -1.285, -1.887, 0.454, 0.229, 0.242, 0.655, -0.014, 0.531, 0.458, 0.240, 0.237, 0.404, 0.041, 0.440, 0.420, 0.454, 0.452, 0.218, 0.401, 0.485, 0.629, 0.443, 0.275, 0.253, 0.342, 0.405, 0.533, 0.362, 0.486, 0.388, -0.106, 0.137, 0.618, 0.274, 0.356, 0.491, -0.096, 0.623, 0.091, 0.418, 0.338, 0.464, -2.032, 1.616, -1.632, -1.546, 0.211, -0.657, -1.487, 0.980, -0.070, -0.507, -0.425, -0.422, 0.379, -0.928, -1.015, 0.416, 1.770, -1.646, -1.557, -1.952, 0.426, 0.456, 0.405, 0.471, 0.346, 0.382, 0.478